1.
A molecular structure, C4H10BBeF12N2O11S4 at a distorted geometry, computed with ωB97M-V/def2-TZVPD.

```
45
Properties=species:S:1:pos:R:3:mulliken_charge:R:1
S 20.022 -14.476 25.127 0.9194
S 29.363 -15.676 21.695 0.9879
S 29.232 -14.590 19.369 1.0852
S 21.205 -16.104 26.923 1.0149
F 19.331 -16.786 24.186 -0.2184
F 17.793 -15.407 23.951 -0.2081
F 31.985 -15.516 21.519 -0.1741
F 29.632 -11.939 19.315 -0.2126
F 19.551 -15.250 22.538 -0.1720
F 31.054 -14.526 23.376 -0.2328
F 27.658 -12.575 18.787 -0.2131
F 30.990 -13.512 21.509 -0.2076
F 22.727 -18.187 26.130 -0.2064
F 23.820 -16.677 26.987 -0.2425
F 22.690 -17.888 28.294 -0.2085
F 29.395 -12.809 17.430 -0.2217
O 19.123 -14.115 26.189 -0.5369
O 30.705 -14.842 19.209 -0.5796
O 28.602 -15.930 22.891 -0.6598
O 22.539 -13.095 19.101 -0.5897
O 23.070 -17.613 22.013 -0.6078
O 19.958 -16.940 26.998 -0.5893
O 21.455 -15.216 28.084 -0.6125
O 29.736 -16.888 20.930 -0.5874
O 26.808 -12.763 27.125 -0.6130
O 28.524 -15.548 18.497 -0.6111
O 20.679 -13.353 24.421 -0.6375
N 28.563 -14.527 20.804 -0.4307
N 21.500 -15.416 25.498 -0.3658
C 28.931 -12.851 18.699 0.5995
C 31.017 -14.762 22.040 0.6743
C 19.069 -15.566 23.732 0.6932
C 22.695 -17.350 27.086 0.6270
B 25.596 -9.388 23.213 0.0470
Be 24.583 -13.685 22.883 0.8426
H 27.227 -13.012 27.950 0.3059
H 22.329 -17.696 22.613 0.2968
H 25.935 -8.508 22.688 -0.0853
H 22.629 -12.345 18.514 0.3036
H 27.002 -11.831 27.029 0.3122
H 25.208 -9.123 24.184 -0.0268
H 24.773 -9.836 22.679 -0.1323
H 21.750 -13.545 18.797 0.3009
H 23.500 -18.468 22.043 0.3165
H 26.357 -10.142 23.340 -0.1436
```

As for the energy above the lowest of the compared OMol25 structures with the same formula, charge and spin: 0.433 eV. As for the electronic energy: -106826.4944 eV. Its HOMO-LUMO gap is 0.082 Eh. The max |F| comes out at 5.47 eV/A. The total charge is -1.

2.
A single C4H10BN molecule at a distorted geometry, computed with ωB97M-V/def2-TZVPD.

```
16
Properties=species:S:1:pos:R:3:mulliken_charge:R:1
N 0.608 -0.578 0.109 0.2603
C -0.267 1.980 -0.632 -1.0853
C -1.298 0.907 -0.419 -0.3080
C -0.746 -0.185 0.506 -0.6513
C 0.958 -1.901 0.581 -0.9195
B 1.398 0.296 -0.572 0.0556
H 2.001 -2.121 0.365 0.2959
H 2.465 0.252 -1.011 -0.0533
H -2.223 1.286 0.032 0.3164
H -1.402 -1.061 0.478 0.3061
H -0.711 0.180 1.541 0.2830
H 0.809 -1.973 1.665 0.3177
H -1.558 0.459 -1.383 0.2700
H 0.334 -2.663 0.100 0.3232
H -0.077 2.621 0.216 0.2857
H -0.290 2.502 -1.575 0.3036
```

As for the energy above the lowest of the compared OMol25 structures with the same formula, charge and spin: 2.078 eV. As for the electronic energy: -6475.0476 eV. Its HOMO-LUMO gap is 0.318 Eh. The max |F| comes out at 4.03 eV/A.

3.
A molecular structure, C4H10BaO3 at a distorted geometry, computed with ωB97M-V/def2-TZVPD.

```
18
Properties=species:S:1:pos:R:3:mulliken_charge:R:1
Ba 0.817 1.835 0.118 1.6224
O -0.585 2.090 2.129 -0.8100
O -0.002 -0.272 0.620 -0.7908
O 0.783 -0.420 -2.359 -0.3810
C 1.293 0.914 -2.065 -1.3497
C 0.973 -1.373 -1.349 -0.3999
C -0.088 -1.374 -0.253 -0.4625
C -1.628 0.406 2.004 -0.4281
H -0.271 2.005 3.031 0.2932
H 0.819 1.561 -2.824 0.3557
H 2.375 0.919 -2.317 0.3559
H -2.141 -0.112 1.174 0.2577
H 0.031 -2.301 0.340 0.2751
H -1.086 -1.445 -0.727 0.2718
H 0.948 -2.366 -1.825 0.3160
H -1.541 0.450 3.102 0.2982
H -2.673 0.740 2.095 0.3066
H 1.976 -1.254 -0.893 0.2696
```

As for the electronic energy: -11138.3820 eV. Its HOMO-LUMO gap is 0.200 Eh. The max |F| comes out at 4.35 eV/A.

4.
2 unconnected molecules or ions with the total composition C4H10BrO2P at a distorted geometry, computed with ωB97M-V/def2-TZVPD.

```
18
Properties=species:S:1:pos:R:3:mulliken_charge:R:1
Br 0.389 1.558 -1.794 -0.1845
P -0.987 -0.162 -1.158 0.6377
O -2.316 -0.024 -1.738 -0.4755
O -0.132 -1.475 -1.860 -0.2999
C 1.317 -2.080 0.000 -0.7817
C -0.884 2.664 1.371 -0.3345
C -0.945 1.297 1.783 -0.8861
C 1.030 -2.096 -1.479 -0.1715
H -0.606 2.794 0.257 0.0114
H 0.450 -2.509 0.649 0.2413
H 1.877 -1.464 -1.833 0.2397
H -1.839 3.262 1.521 0.2394
H -0.088 3.133 1.967 0.2723
H 0.063 0.812 1.803 0.3311
H 1.227 -0.999 0.146 0.1169
H -1.827 0.840 2.195 0.3880
H 1.007 -3.006 -2.105 0.2998
H 2.262 -2.543 0.275 0.3561
```

As for the energy above the lowest of the compared OMol25 structures with the same formula, charge and spin: 0.000 eV. As for the electronic energy: -87733.9685 eV. Its HOMO-LUMO gap (spin up / spin down) is 0.313 / 0.290 Eh. The max |F| comes out at 4.43 eV/A. Its multiplicity is 3. The expectation value of S² is 2.010.

5.
A single C4H10Cl2NP molecule at a distorted geometry, computed with ωB97M-V/def2-TZVPD.

```
18
Properties=species:S:1:pos:R:3:mulliken_charge:R:1
Cl 1.554 -1.303 1.860 -0.2784
Cl 0.574 1.670 2.021 -0.2595
P 0.674 0.122 0.700 0.6542
N 1.390 0.442 -0.581 -0.3403
C 2.654 1.216 -0.827 -0.6170
C -1.143 -1.921 -0.069 -1.2487
C -1.113 -0.429 0.522 0.1955
C -1.972 0.647 -0.283 -0.9838
H -0.813 -1.822 -1.111 0.3622
H 3.545 0.466 -0.867 0.2257
H -0.494 -2.669 0.441 0.3331
H -2.226 -2.439 -0.194 0.2899
H -2.014 0.486 -1.386 0.3162
H -1.421 -0.546 1.551 0.3164
H 2.519 1.719 -1.848 0.2240
H -1.462 1.672 -0.263 0.2889
H 2.757 1.991 0.048 0.2385
H -3.010 0.697 0.287 0.2830
```

As for the energy above the lowest of the compared OMol25 structures with the same formula, charge and spin: 0.928 eV. As for the electronic energy: -40134.2846 eV. Its HOMO-LUMO gap is 0.366 Eh. The max |F| comes out at 2.86 eV/A. As for the structure (SMILES): CN=P(Cl)(Cl)C(C)C.

6.
4 unconnected molecules or ions with the total composition C4H10Cl3N2O4 at a distorted geometry, computed with ωB97M-V/def2-TZVPD.

```
23
Properties=species:S:1:pos:R:3:mulliken_charge:R:1
Cl -3.185 -0.990 4.486 -0.2065
Cl -4.754 -1.353 1.217 -0.2077
Cl 1.612 2.766 2.099 -0.9825
O 5.699 -2.133 -0.659 -0.5310
O -1.619 2.363 -4.202 -0.5272
O 0.299 3.221 -3.860 -0.5134
O 4.935 -2.870 1.248 -0.5229
N -0.523 2.314 -3.662 0.8265
N 4.856 -2.225 0.213 0.8772
C 3.507 -1.684 -0.124 -0.7151
C -4.094 0.124 2.128 -0.3929
C -2.827 -0.137 2.906 -0.4970
C -0.203 1.166 -2.823 -0.6598
H -4.783 0.603 2.824 0.3348
H -2.208 0.735 3.119 0.3658
H 3.573 -0.756 0.444 0.3432
H -2.160 -0.674 2.230 0.3128
H -1.020 0.513 -3.130 0.3028
H 3.278 -1.637 -1.189 0.2616
H 0.739 0.730 -3.155 0.2476
H -3.762 0.803 1.343 0.2852
H -0.199 1.527 -1.795 0.3173
H 2.836 -2.405 0.343 0.2810
```

As for the energy above the lowest of the compared OMol25 structures with the same formula, charge and spin: 1.608 eV. As for the electronic energy: -53043.7543 eV. Its HOMO-LUMO gap is 0.229 Eh. The max |F| comes out at 3.86 eV/A. The total charge is -1.